Computed, not measured: the molecule C5H4F3NO, with ωB97M-V with the def2-TZVPD basis set.

```
14
Properties=species:S:1:pos:R:3:forces:R:3
C 0.994135 -0.160832 -1.662855 -0.265 0.030 0.078
C -0.062854 -0.011483 -0.868422 0.573 -0.508 0.153
C -1.209686 0.703234 -1.300542 -0.180 0.162 -0.186
N -2.146811 1.250543 -1.664428 -0.427 0.247 -0.151
C -0.122675 -0.568428 0.542233 0.494 0.081 0.276
O -1.408653 -0.857241 1.004143 -0.136 -0.006 -0.069
C 0.445780 0.489452 1.506279 0.257 0.001 0.143
F 1.722234 0.773709 1.188830 0.092 -0.142 -0.191
F 0.452881 0.061214 2.767816 -0.155 -0.245 0.144
F -0.226320 1.637220 1.471001 -0.296 0.086 -0.145
H 1.866921 -0.704014 -1.342629 0.103 -0.127 0.130
H 1.013540 0.268063 -2.649902 -0.022 0.095 -0.137
H 0.547445 -1.442513 0.622872 -0.110 0.281 -0.070
H -1.865937 -1.438925 0.385605 0.074 0.045 0.024
```
Positions in Å, forces in eV/Å.

Summary:
charge = 0
F_max = 0.015 Eh/bohr
ΔE to the lowest compared entry with this formula, charge and spin = 0.0 kcal per mole
spin multiplicity = 1
structure (SMILES) = C=C(C#N)[C@H](O)C(F)(F)F

=====

Computed, not measured: a cluster of 2 separate species, C4H14N2O in total at a distorted geometry, with ωB97M-V with the def2-TZVPD basis set.

```
21
Properties=species:S:1:pos:R:3:forces:R:3
N 0.839923 -0.501153 -2.182991 -0.241 -0.249 -0.336
C 0.805605 -0.702252 -0.733914 0.141 1.791 -0.315
C 0.616402 0.658105 -0.041196 0.205 0.181 0.036
C 0.614464 0.571898 1.489749 -0.272 -0.411 -0.105
C 1.951261 0.874229 2.165698 0.628 -0.233 -0.238
N 3.107707 0.365612 1.444147 -0.250 -0.536 -0.192
H 1.711341 -0.057307 -2.456527 -0.095 -0.058 0.039
H 0.806788 -1.404605 -2.647572 0.067 0.202 -0.042
H -0.080341 -1.263166 -0.493203 -0.002 -0.840 0.180
H 1.761702 -1.093039 -0.403756 -0.180 -0.642 0.593
H 1.430115 1.313803 -0.379167 -0.095 0.021 0.101
H -0.314131 1.133597 -0.365419 0.070 -0.235 -0.216
H 0.329604 -0.445723 1.803731 -0.019 0.135 -0.245
H -0.176994 1.214028 1.889200 0.197 0.072 0.105
H 2.098271 1.933779 2.344309 -0.175 0.278 0.019
H 1.936372 0.370862 3.128899 0.027 0.229 0.332
H 3.740493 0.936987 0.919091 -0.149 0.276 0.231
H 3.499059 -0.497746 1.764339 0.140 0.018 0.052
O -6.850163 -1.103298 -1.752880 0.018 0.008 -0.032
H -7.125356 -0.621294 -0.968079 -0.002 0.012 0.014
H -6.276302 -0.495438 -2.229545 -0.013 -0.021 0.018
```
Positions in Å, forces in eV/Å.

Summary:
charge = 0
F_max = 0.035 Eh/bohr
ΔE to the lowest compared entry with this formula, charge and spin = 31.8 kcal per mole
spin multiplicity = 1
structure (SMILES) = NCCCCN.O

=====

Computed, not measured: a cluster of 2 separate species, C11H22NO6S in total at a distorted geometry, with ωB97M-V with the def2-TZVPD basis set.

```
41
Properties=species:S:1:pos:R:3:forces:R:3
N -0.886841 -3.064312 0.240294 0.030 -1.377 0.131
C -0.989117 -1.823791 0.222033 -0.367 1.184 -0.138
C -2.298149 -1.111249 -0.071179 0.287 0.193 -0.020
C -2.589567 -0.013899 0.954295 1.212 -1.450 0.887
O -3.935995 -0.172408 1.449728 -0.023 1.067 -0.431
S -4.713109 1.222216 1.495138 0.331 -0.585 -0.444
O -5.702215 1.287422 0.505005 -1.154 -0.241 -1.706
O -5.171913 1.434256 2.804037 0.346 0.442 1.741
O -3.539694 2.148509 1.043084 0.294 -0.081 0.532
C -2.270624 1.454328 0.679771 -1.711 1.195 -0.815
C -1.936213 1.924821 -0.723571 0.332 0.364 -0.088
C -0.525638 2.487458 -0.864909 -0.250 -0.490 -0.316
C 0.583391 1.469218 -0.655940 0.053 0.725 -0.022
C 1.043728 1.257730 0.748748 0.558 -0.576 0.517
O 1.813552 2.381965 1.198461 -0.310 0.325 0.280
H -1.797920 -3.475747 0.020189 0.090 -0.197 -0.031
H -0.115585 -1.230255 0.451343 0.437 0.153 -0.122
H -2.334838 -0.774223 -1.098897 0.087 0.223 -0.232
H -3.050531 -1.878836 0.023441 -0.534 -0.053 0.107
H -1.964346 -0.274317 1.806134 0.028 -0.085 0.271
H -1.577198 1.928402 1.348991 0.407 -0.441 0.495
H -2.105582 1.187686 -1.496778 -0.075 -0.363 -0.009
H -2.613933 2.739977 -0.935775 -0.375 0.163 -0.036
H -0.454731 2.833787 -1.889282 0.024 0.211 -0.300
H -0.412966 3.373830 -0.248294 0.151 0.105 0.333
H 0.365315 0.508477 -1.105525 -0.019 -0.291 -0.173
H 1.452151 1.840962 -1.181941 0.406 -0.157 -0.209
H 1.669986 0.367552 0.738443 0.159 -0.205 -0.098
H 0.241492 1.072739 1.467030 -0.267 0.008 0.022
H 1.822685 2.352813 2.163449 0.149 0.014 -0.296
C 3.511745 -3.159335 -1.076263 0.625 -0.232 -0.268
C 3.460863 -1.631793 -1.292890 -0.611 -0.258 1.200
C 4.396954 -0.972061 -0.256213 0.652 -0.079 -0.234
O 2.193052 -1.184223 -1.119132 -0.169 0.434 -0.440
H 3.159908 -3.423384 -0.076239 -0.114 0.142 0.019
H 2.883506 -3.671382 -1.808199 -0.098 0.084 0.017
H 4.537288 -3.551110 -1.186692 -0.053 -0.026 0.001
H 3.937839 -1.450065 -2.290404 -0.217 0.140 -0.113
H 4.064810 -1.189786 0.762728 -0.164 -0.041 -0.039
H 4.414581 0.112643 -0.389440 -0.120 0.007 -0.015
H 5.433858 -1.334615 -0.354780 -0.024 0.049 0.040
```
Positions in Å, forces in eV/Å.

Summary:
charge = -1
F_max = 0.044 Eh/bohr
ΔE to the lowest compared entry with this formula, charge and spin = 14.9 kcal per mole
spin multiplicity = 1

=====

Computed, not measured: a cluster of 2 separate species, C4H8O in total, with ωB97M-V with the def2-TZVPD basis set.

```
13
Properties=species:S:1:pos:R:3:forces:R:3
O -0.051184 0.739112 -2.537310 0.140 0.098 0.019
C 1.113964 1.282694 -2.293654 -0.271 -0.028 0.164
C -0.555171 0.301286 0.717647 -0.090 0.168 -0.017
C -0.415337 -0.955311 1.530346 -0.062 -0.112 0.150
C 0.459493 -0.746661 0.332790 0.120 -0.065 -0.093
H -0.627629 0.649752 -1.752314 0.159 -0.006 -0.012
H 1.120147 1.523089 -1.194428 0.062 -0.030 -0.214
H -1.464831 0.412778 0.127911 0.138 -0.055 0.121
H -0.186453 1.229266 1.146159 -0.075 -0.174 -0.074
H -1.207375 -1.694946 1.455444 0.138 0.140 0.010
H 0.030734 -0.874119 2.517143 -0.059 -0.001 -0.185
H 0.276085 -1.356114 -0.547935 0.004 0.099 0.159
H 1.507556 -0.510827 0.498201 -0.204 -0.034 -0.027
```
Positions in Å, forces in eV/Å.

Summary:
charge = 0
F_max = 0.006 Eh/bohr
ΔE to the lowest compared entry with this formula, charge and spin = 97.0 kcal per mole
spin multiplicity = 1

=====

Computed, not measured: a structure of composition C47H41N11O2S2Tc at a distorted geometry, with ωB97M-V with the def2-TZVPD basis set.

```
104
Properties=species:S:1:pos:R:3:forces:R:3
Tc 0.131887 -0.171311 2.088795 0.721 0.657 -1.340
O -3.559013 0.814089 1.176195 0.339 0.023 0.508
C -2.521013 0.781889 1.809495 -0.523 0.532 -0.164
N -1.819913 -0.338811 2.170195 -0.720 -0.576 0.357
C -2.381213 -1.601111 2.095195 0.030 -0.334 -0.277
C -3.730413 -1.916111 1.978595 -0.226 0.105 0.004
C -4.111913 -3.244511 1.933395 -0.057 0.452 0.143
C -3.163713 -4.259811 2.014895 0.741 -0.184 0.048
C -1.819213 -3.966711 2.158895 -0.286 -0.703 -0.004
C -1.414513 -2.636311 2.209095 0.017 0.336 -0.305
N -0.135713 -2.150711 2.383695 -0.452 -0.294 -0.145
C 0.839687 -2.909111 2.965595 0.460 -0.490 0.304
O 0.870787 -4.114611 3.083395 0.062 0.435 -0.024
C 1.914387 -2.021511 3.507895 0.496 -0.238 0.200
C 3.046787 -2.579411 4.083095 -0.281 0.126 -0.145
C 4.021587 -1.743411 4.596595 -0.286 0.310 -0.075
C 3.789787 -0.373011 4.551395 -0.004 -0.241 -0.048
C 2.631587 0.106789 3.963795 0.024 0.179 -0.006
N 1.708787 -0.693311 3.416995 0.012 -0.263 0.607
C -1.816013 2.009989 2.295795 -0.148 0.457 0.010
C -2.497813 3.199389 2.501395 0.140 -0.278 -0.091
C -1.810413 4.279989 3.031795 0.225 -0.205 -0.020
C -0.469913 4.114789 3.351095 -0.091 -0.034 -0.066
C 0.136587 2.895789 3.102395 0.074 0.231 0.192
N -0.504113 1.859489 2.560695 -0.022 0.309 0.392
H -4.462713 -1.125311 1.968395 -0.044 -0.055 -0.135
H -5.157813 -3.496211 1.871595 -0.155 -0.005 -0.036
H -3.473113 -5.292511 1.985295 -0.042 -0.098 -0.027
H -1.085413 -4.752711 2.236895 -0.056 -0.002 -0.016
H 3.127487 -3.656111 4.105495 -0.016 -0.050 -0.008
H 4.924187 -2.144111 5.028495 0.097 -0.014 0.073
H 4.508187 0.316289 4.963195 0.022 0.145 0.015
H 2.448187 1.171289 3.914395 -0.021 -0.032 -0.037
H -3.545413 3.250889 2.246595 -0.057 -0.024 -0.029
H -2.301413 5.224789 3.202795 -0.083 0.072 0.022
H 0.103887 4.919089 3.783095 0.060 0.040 0.047
H 1.177687 2.748589 3.353895 0.022 0.013 -0.048
S -0.847913 1.603489 -0.564705 0.207 0.004 0.094
C -1.790713 0.669789 -1.584105 0.138 1.692 -0.140
N -2.520813 1.201089 -2.553805 0.242 -0.661 0.530
C -3.265013 0.346689 -3.457605 -0.266 -0.558 -0.301
C -3.747813 -0.894311 -2.723605 -0.441 0.588 -0.402
N -2.636313 -1.543111 -2.057905 0.547 0.846 0.424
C -2.590813 -2.994211 -2.069805 0.161 -0.728 -0.038
C -1.904613 -3.521111 -3.313405 -0.150 0.005 0.041
C -0.519113 -3.468811 -3.417105 0.099 0.027 0.034
C 0.121087 -3.973911 -4.534705 0.021 0.022 0.028
C -0.617113 -4.546311 -5.557705 -0.019 0.017 -0.041
C -1.998113 -4.589211 -5.468605 -0.009 -0.024 -0.077
C -2.640713 -4.075211 -4.353205 0.010 0.029 0.058
C -1.725713 -0.794811 -1.454805 -0.116 -1.469 -0.110
S -0.438813 -1.455011 -0.605905 0.039 -0.146 0.397
C -2.611013 2.629489 -2.784005 0.055 0.714 -0.020
C -4.011413 3.130489 -2.528505 0.026 -0.049 -0.076
C -4.620613 3.978889 -3.442305 0.097 -0.070 0.091
C -5.912713 4.420189 -3.221705 -0.118 0.020 0.073
C -6.602913 4.002289 -2.095105 -0.073 0.073 -0.061
C -5.991913 3.165589 -1.175605 -0.044 -0.019 0.048
C -4.694513 2.735189 -1.384205 0.081 0.008 -0.098
H -2.625213 0.066189 -4.303805 -0.060 0.041 0.054
H -4.117713 0.910789 -3.839305 0.041 -0.066 0.065
H -4.188513 -1.590011 -3.437405 0.059 0.030 0.055
H -4.501813 -0.624511 -1.972705 0.035 -0.054 -0.108
H -3.616913 -3.361611 -2.021105 0.004 0.074 0.032
H -2.050913 -3.328011 -1.180105 -0.153 0.076 -0.014
H 0.061687 -3.045011 -2.610405 0.047 -0.045 -0.002
H 1.198187 -3.932211 -4.599105 0.079 -0.025 -0.012
H -0.115613 -4.962611 -6.417505 0.026 -0.022 -0.096
H -2.576813 -5.031411 -6.265605 -0.049 -0.037 -0.045
H -3.718213 -4.130511 -4.290705 -0.137 -0.019 0.052
H -2.328313 2.835489 -3.821305 0.037 -0.090 0.065
H -1.897013 3.127589 -2.121505 -0.106 -0.152 -0.233
H -4.082113 4.300989 -4.321005 0.054 0.008 -0.148
H -6.383713 5.079989 -3.932405 -0.067 0.072 -0.083
H -7.619113 4.326889 -1.935805 -0.101 0.054 0.023
H -6.529913 2.841889 -0.297705 -0.058 -0.012 0.102
H -4.214613 2.093389 -0.659105 0.024 -0.092 0.087
C 2.271187 2.527889 0.397795 -0.041 0.100 -0.085
C 2.563387 1.080489 0.278895 -0.077 0.321 0.000
N 1.955687 0.083689 0.911395 -0.332 0.014 -0.043
C 2.549987 -1.074311 0.473095 0.571 -0.185 -0.370
C 3.517187 -0.769211 -0.424505 -0.198 -0.477 0.260
N 3.520087 0.592789 -0.539305 -0.596 -0.061 0.401
C 4.488387 1.326489 -1.325605 0.345 0.223 -0.404
N 5.809687 0.970489 -0.916205 0.224 0.411 0.942
N 6.626387 0.266089 -1.725905 -0.674 -0.205 -1.254
N 7.706487 0.010289 -1.146705 1.141 -0.630 -0.281
C 7.690587 0.515189 0.120095 -1.277 0.769 0.544
C 8.626987 0.490889 1.152595 -0.115 -0.017 -0.183
C 8.263487 1.086489 2.338095 0.181 -0.077 0.026
C 7.011987 1.691389 2.507595 -0.137 0.035 -0.035
C 6.074887 1.732889 1.497795 -0.165 0.105 0.116
C 6.431587 1.144289 0.293995 0.710 -0.343 -0.113
H 1.531587 2.704389 1.170595 0.055 -0.025 -0.055
H 1.865987 2.914689 -0.537405 -0.023 0.018 -0.032
H 3.173987 3.093189 0.628195 -0.001 0.053 0.088
H 2.241687 -2.040211 0.815295 -0.036 -0.211 0.020
H 4.199287 -1.385311 -0.969905 0.198 -0.177 -0.152
H 4.308087 2.400289 -1.207305 0.028 -0.238 -0.019
H 4.401387 1.053189 -2.384105 0.016 0.104 0.241
H 9.588587 0.026289 1.011195 0.125 -0.063 0.008
H 8.958287 1.093089 3.162295 0.089 0.006 0.088
H 6.779887 2.147989 3.456795 -0.014 0.074 0.126
H 5.116787 2.205689 1.645695 -0.134 0.110 0.042
```
Positions in Å, forces in eV/Å.

Summary:
charge = +2
F_max = 0.033 Eh/bohr
ΔE to the lowest compared entry with this formula, charge and spin = 41.5 kcal per mole
spin multiplicity = 4

=====

Computed, not measured: a structure of composition C3H6CoO3 at a distorted geometry, with ωB97M-V with the def2-TZVPD basis set.

```
13
Properties=species:S:1:pos:R:3:forces:R:3
H -0.408108 1.332581 2.913161 2.842 -2.548 -0.052
O 0.344059 0.601221 2.623382 -1.431 0.391 1.913
Co -2.881255 0.720907 1.227376 -1.521 -0.078 -0.168
O 0.701278 0.268750 0.422832 0.530 -2.254 1.223
C -0.102914 0.389204 1.431455 2.411 5.800 -0.767
O -1.070212 1.165395 1.211717 -3.079 -0.621 -1.114
C 0.546755 -0.829575 -0.507021 0.543 -0.885 -0.768
C 0.445111 -0.283995 -1.910309 -0.130 -0.129 -0.421
H 1.449862 -1.430627 -0.361861 -0.215 0.084 -0.105
H -0.308469 -1.455568 -0.234175 0.018 0.199 0.055
H 0.939233 0.692453 -1.995618 -0.070 -0.311 0.064
H 0.945935 -0.982951 -2.593267 -0.205 0.246 0.098
H -0.601276 -0.187796 -2.227671 0.306 0.107 0.042
```
Positions in Å, forces in eV/Å.

Summary:
charge = +1
F_max = 0.123 Eh/bohr
ΔE to the lowest compared entry with this formula, charge and spin = 0.0 kcal per mole
spin multiplicity = 5